#one
18
Properties=species:S:1:pos:R:3 method="wB97M-V/def2-TZVPD" lumo_ev=-5.36 gap_ev=8.09 total_charge=+1
C 0.430 0.911 -0.914
C 0.637 -0.278 1.159
C 1.220 -0.401 -0.259
C 0.910 -1.768 -0.845
C -1.824 1.322 0.075
N -0.399 1.292 0.252
I 3.360 0.116 0.025
H 0.971 1.793 -1.128
H -0.221 0.590 -1.667
H -0.137 -0.996 1.323
H 1.084 0.181 2.050
H -0.100 -2.063 -0.676
H 1.460 -2.503 -0.310
H 1.129 -1.694 -1.905
H -1.832 1.572 -0.955
H -2.340 0.312 0.254
H -2.457 1.979 0.670
H 0.034 1.925 0.845

---

#two
18
Properties=species:S:1:pos:R:3 method="wB97M-V/def2-TZVPD" lumo_ev=-3.84 gap_ev=10.12 total_charge=+1
C 1.364 -2.219 -0.719
C 0.375 -1.400 -1.072
C -0.138 -0.323 -0.083
C -1.565 0.021 -0.631
N 0.580 0.967 0.238
C -0.106 2.001 1.402
I 0.251 1.035 3.289
H 1.783 -2.882 -1.419
H 1.847 -2.244 0.244
H -0.052 -1.397 -2.021
H -0.281 -0.980 0.797
H -1.904 -0.886 -0.948
H -1.500 0.749 -1.391
H -2.322 0.387 0.125
H 1.566 0.721 0.551
H 0.861 1.416 -0.705
H 0.394 2.944 1.354
H -1.155 2.092 0.989

---

#three
18
Properties=species:S:1:pos:R:3 method="wB97M-V/def2-TZVPD" lumo_ev="-4.24 / -4.24" gap_ev="8.14 / 8.14" total_charge=+1
C 0.366 0.304 -2.038
C -0.015 -0.450 -1.091
C 0.123 0.415 -3.544
C -1.085 -0.961 2.317
C 0.969 0.072 1.237
N -0.142 0.223 2.253
I 1.912 1.903 0.823
H 1.241 0.980 -1.616
H -0.690 -1.112 -0.632
H -0.345 -0.409 -3.881
H -0.580 1.320 -3.535
H 1.168 0.761 -4.031
H -1.186 -1.604 1.461
H -0.811 -1.706 3.160
H -1.969 -0.530 2.511
H 1.447 -0.781 1.602
H 0.139 0.435 3.123
H -0.541 1.140 1.881

---

It is #two that is the most stable of them.

---

#one
41
Properties=species:S:1:pos:R:3 method="wB97M-V/def2-TZVPD" lumo_ev=2.48 gap_ev=9.54 total_charge=-1
B -0.147 0.112 -0.537
F -1.573 0.259 -0.418
F 0.227 -0.132 -1.863
F 0.343 1.403 -0.190
F 0.328 -0.857 0.334
O 0.839 -0.281 -4.932
H 0.569 -1.186 -5.117
H 0.579 -0.136 -4.013
O -1.833 1.293 3.316
H -1.168 1.947 3.557
H -2.154 1.572 2.436
O 2.165 2.652 -1.700
H 1.590 2.042 -1.187
H 1.693 2.786 -2.530
O -1.970 -3.045 1.624
H -1.395 -2.372 2.033
H -2.623 -3.244 2.300
O -3.057 -1.285 -2.267
H -2.419 -1.105 -2.967
H -2.751 -0.722 -1.527
O 3.133 -0.052 -0.859
H 2.283 -0.051 -1.325
H 3.448 0.857 -0.925
O 3.001 -0.947 1.918
H 2.061 -0.747 1.975
H 3.231 -0.745 0.993
O 1.446 -3.500 0.582
H 1.117 -2.735 0.082
H 1.308 -3.251 1.502
O -1.411 -3.341 -1.114
H -1.459 -3.350 -0.137
H -1.810 -2.496 -1.358
O -0.435 -1.236 3.226
H -0.814 -0.329 3.207
H 0.012 -1.290 4.076
O -1.832 3.403 1.073
H -1.176 3.861 0.514
H -2.031 2.586 0.595
O 0.504 4.616 -0.153
H 1.106 4.237 -0.823
H 1.075 4.809 0.597

---

#two
41
Properties=species:S:1:pos:R:3 method="wB97M-V/def2-TZVPD" lumo_ev=2.45 gap_ev=8.34 total_charge=-1
B -11.094 8.771 -16.197
F -10.932 7.423 -15.950
F -9.795 9.298 -16.252
F -11.719 8.979 -17.380
F -11.822 9.306 -15.177
O -13.252 7.480 -14.275
H -12.934 8.257 -14.733
H -12.785 7.486 -13.440
O -8.261 9.159 -17.261
H -9.096 8.903 -16.870
H -8.043 9.990 -16.838
O -13.574 11.010 -16.085
H -12.707 10.608 -16.050
H -13.527 11.619 -16.823
O -10.205 11.062 -14.175
H -9.765 10.340 -13.725
H -11.118 10.782 -14.243
O -9.658 11.383 -16.229
H -10.082 11.172 -15.397
H -10.303 11.911 -16.699
O -13.579 9.874 -18.522
H -13.375 9.028 -18.122
H -13.668 9.683 -19.456
O -11.092 7.208 -18.172
H -10.832 7.736 -17.417
H -11.607 6.493 -17.798
O -10.982 5.273 -15.716
H -11.644 5.671 -16.282
H -11.486 4.823 -15.038
O -11.080 7.855 -13.861
H -11.088 7.586 -14.780
H -11.238 7.047 -13.373
O -13.464 8.160 -16.920
H -12.665 8.638 -17.143
H -13.173 7.471 -16.322
O -8.910 8.887 -14.576
H -9.282 8.012 -14.463
H -9.484 9.311 -15.214
O -11.668 11.028 -17.606
H -12.446 10.817 -18.123
H -11.456 10.215 -17.148

---

#three
41
Properties=species:S:1:pos:R:3 method="wB97M-V/def2-TZVPD" lumo_ev=2.71 gap_ev=10.32 total_charge=-1
B -0.205 0.552 -1.227
F -1.405 0.538 -2.107
F -0.471 -0.173 -0.069
F 0.903 0.010 -1.866
F 0.043 1.857 -0.756
O -0.103 -3.220 0.439
H 0.626 -3.482 0.982
H -0.668 -2.900 1.106
O 3.128 -2.661 -0.965
H 2.502 -2.045 -0.589
H 2.814 -3.479 -0.660
O 2.191 -0.747 0.888
H 2.502 -1.082 1.714
H 1.310 -0.442 1.129
O -2.070 0.698 2.438
H -2.307 0.731 1.524
H -2.917 1.024 2.757
O -3.162 1.109 -0.055
H -2.690 0.736 -0.832
H -3.878 0.538 0.103
O -2.194 -2.071 -1.966
H -1.255 -2.340 -2.131
H -2.200 -1.224 -2.394
O -1.176 3.191 1.436
H -1.067 3.004 0.541
H -1.516 2.389 1.841
O 0.998 1.727 2.439
H 1.925 1.897 2.267
H 0.471 2.146 1.778
O 0.412 -2.783 -2.230
H 0.415 -2.949 -1.248
H 0.840 -1.911 -2.283
O 1.418 4.137 0.276
H 2.357 4.072 0.056
H 1.123 3.447 -0.296
O -2.318 -1.688 0.904
H -2.174 -1.909 -0.051
H -1.793 -0.905 0.845
O 3.292 1.424 -0.942
H 3.762 1.863 -1.617
H 2.536 0.922 -1.180

---

It is #one that is the most stable of them.

---

#one
11
Properties=species:S:1:pos:R:3 method="wB97M-V/def2-TZVPD" lumo_ev=0.99 gap_ev=10.17
C 1.434 0.338 0.306
C -0.138 0.551 -0.688
O -1.281 0.240 0.079
C -1.609 -1.075 0.115
O -1.028 -1.963 -0.449
H 1.434 -0.722 0.435
H 2.348 0.677 -0.230
H 1.416 0.867 1.280
H -0.008 -0.140 -1.513
H 0.471 1.374 -0.405
H -2.508 -1.217 0.736

---

#two
11
Properties=species:S:1:pos:R:3 method="wB97M-V/def2-TZVPD" lumo_ev=-0.30 gap_ev=9.77
C 0.191 -1.025 0.364
C 0.451 0.763 0.866
C -0.530 0.325 -1.196
H 1.164 -2.195 1.019
H -1.228 -1.497 0.464
H 1.743 0.941 1.271
H -0.283 1.170 2.023
H -0.746 0.839 -2.313
H -1.561 -0.238 -0.824
O -0.027 1.449 -0.367
O 0.825 -0.533 -1.306

---

#three
11
Properties=species:S:1:pos:R:3 method="wB97M-V/def2-TZVPD" lumo_ev=0.76 gap_ev=11.48
C -1.434 0.315 0.247
C -0.180 -0.541 -0.216
C 1.142 0.264 -0.056
H -2.389 -0.274 -0.416
H -1.416 1.504 -0.187
H -1.693 0.313 1.577
H -0.219 -1.717 0.238
H -0.227 -0.745 -1.498
H 2.921 0.006 0.127
O 2.179 -0.574 0.251
O 1.316 1.448 -0.067

---

#four
11
Properties=species:S:1:pos:R:3 method="wB97M-V/def2-TZVPD" lumo_ev=0.08 gap_ev=10.30
O 2.761 -0.429 -0.173
C 1.474 -0.521 0.290
C 0.434 0.447 -0.193
C -1.041 0.293 0.203
O -1.517 -1.035 -0.133
H 1.050 -1.281 1.085
H 0.467 0.776 -1.269
H 0.594 1.459 0.319
H -1.195 0.413 1.322
H -1.707 0.927 -0.324
H -1.319 -1.048 -1.127

---

It is #four that is the most stable of them.

---

#one
11
Properties=species:S:1:pos:R:3 method="wB97M-V/def2-TZVPD" lumo_ev=0.92 gap_ev=10.45
C -0.314 1.233 0.911
O -0.064 1.058 -0.464
C 0.529 -0.163 -0.823
C -0.200 -1.454 -0.434
O -1.278 -1.561 0.115
H -0.668 2.264 0.960
H 0.598 1.005 1.569
H -1.150 0.496 1.226
H 0.650 -0.191 -1.947
H 1.525 -0.338 -0.387
H 0.372 -2.349 -0.725

---

#two
11
Properties=species:S:1:pos:R:3 method="wB97M-V/def2-TZVPD" lumo_ev=0.72 gap_ev=10.55
O 2.338 0.307 0.973
C 1.578 0.385 0.037
C 0.449 -0.570 -0.210
C -0.868 0.074 0.342
O -1.730 0.679 -0.605
H 1.619 1.242 -0.662
H 0.336 -0.793 -1.275
H 0.680 -1.506 0.319
H -1.331 -0.757 0.866
H -0.635 0.871 1.061
H -2.437 0.068 -0.847

---

#three
11
Properties=species:S:1:pos:R:3 method="wB97M-V/def2-TZVPD" lumo_ev=0.46 gap_ev=9.97
C -0.005 -0.214 -0.196
C 0.539 1.170 0.016
C -0.656 -0.845 0.922
O 0.733 -1.046 -1.029
O -1.184 -0.384 1.919
H 0.929 -0.569 -1.844
H -1.105 -1.832 0.401
H -1.322 -0.825 -0.421
H -0.016 1.673 0.804
H 1.584 1.116 0.336
H 0.504 1.756 -0.907

---

It is #two that is the most stable of them.